The following is a quantum chemistry calculation of a structure of composition C27H29AsBr2F6IrN7O3S2, from the Open Molecules 2025 dataset.

Last column: Mulliken spin population.
CARTESIAN COORDINATES (ANGSTROEM)
Ir (-1.320, 0.582, -0.615)  0.00
Br (-5.137, 4.351, 3.324)  0.00
C (-4.136, 3.207, 2.259)  0.00
C (-3.395, 2.183, 2.829)  0.00
C (-2.610, 1.402, 2.008)  0.00
N (-2.579, 1.597, 0.678)  0.00
C (-3.377, 2.527, 0.108)  0.00
C (-4.147, 3.369, 0.873)  -0.01
C (-3.436, 2.453, -1.372)  0.00
C (-4.155, 3.348, -2.132)  0.00
C (-4.281, 3.120, -3.498)  0.00
Br (-5.223, 4.319, -4.561)  0.00
C (-3.707, 1.986, -4.046)  0.00
C (-2.957, 1.165, -3.228)  0.00
N (-2.784, 1.398, -1.923)  0.00
H (-3.426, 1.986, 3.890)  0.00
H (-2.003, 0.598, 2.401)  0.00
H (-4.779, 4.120, 0.423)  0.00
H (-4.615, 4.214, -1.682)  0.00
H (-3.832, 1.742, -5.091)  0.00
H (-2.484, 0.277, -3.619)  0.00
F (-2.388, -1.059, 0.838)  0.00
As (-2.849, -2.424, 1.950)  0.00
F (-4.192, -1.457, 2.420)  0.00
F (-3.715, -3.092, 0.629)  0.00
F (-1.846, -1.619, 3.109)  0.00
F (-1.405, -3.252, 1.358)  0.00
F (-3.224, -3.698, 2.998)  0.00
O (5.167, -3.524, 1.920)  0.39
S (5.785, -3.329, 3.225)  -0.13
O (7.209, -3.101, 3.198)  0.37
O (5.298, -4.219, 4.259)  0.38
C (5.084, -1.748, 3.760)  0.01
N (5.683, -0.998, 4.700)  0.00
C (5.086, 0.128, 5.043)  0.00
C (3.897, 0.580, 4.460)  0.00
C (3.373, -0.265, 3.508)  0.00
N (3.939, -1.417, 3.182)  0.00
C (2.177, -0.012, 2.654)  0.00
C (1.557, 1.222, 2.453)  0.00
C (0.548, 1.326, 1.522)  0.00
N (0.125, 0.266, 0.799)  0.00
C (0.694, -0.924, 1.022)  0.01
C (1.707, -1.099, 1.923)  -0.01
H (5.576, 0.716, 5.812)  0.00
H (3.432, 1.508, 4.765)  0.00
H (1.891, 2.112, 2.969)  0.00
H (0.088, 2.284, 1.307)  0.00
H (0.323, -1.742, 0.438)  0.00
H (2.175, -2.065, 2.063)  0.00
S (-1.637, -1.344, -1.807)  0.00
C (-0.205, -2.397, -1.935)  0.00
N (0.609, -2.299, -2.975)  0.00
C (1.742, -3.222, -3.167)  0.00
C (2.266, -3.636, -1.799)  0.00
C (1.129, -4.221, -0.981)  0.00
N (-0.004, -3.280, -0.992)  0.00
H (0.321, -1.691, -3.725)  0.00
H (2.502, -2.703, -3.747)  0.00
H (1.406, -4.090, -3.738)  0.00
H (2.679, -2.764, -1.286)  0.00
H (3.062, -4.370, -1.907)  0.00
H (1.420, -4.383, 0.056)  0.00
H (0.794, -5.176, -1.390)  0.00
H (-0.701, -3.338, -0.242)  0.00
C (-0.101, 3.460, -2.240)  0.00
C (0.169, 2.104, -2.889)  0.00
C (1.463, 2.150, -3.706)  0.00
C (0.317, 1.002, -1.846)  0.00
H (-0.223, 4.241, -2.990)  0.00
H (0.736, 3.744, -1.596)  0.00
H (-1.005, 3.451, -1.624)  0.00
H (-0.646, 1.870, -3.576)  0.00
H (2.322, 2.356, -3.064)  0.00
H (1.409, 2.939, -4.457)  0.00
H (1.645, 1.207, -4.224)  0.00
H (1.112, 1.278, -1.149)  0.00
H (0.604, 0.069, -2.315)  0.00

Values from the calculation:
E = -10538.8691 a.u.
energy relative to the best compared isomer or geometry (same formula, charge and spin) = 2.125 eV
total charge = +1
highest occupied orbital energy (spin up / spin down) = -10.70 / -10.70 eV
spin multiplicity = 2
F_max = 0.0585 Eh/bohr

The following is a quantum chemistry calculation of a structure of composition C27H29ClIN8NaO, from the Open Molecules 2025 dataset.

Last column: Mulliken charge in e.
CARTESIAN COORDINATES (ANGSTROEM)
Na (0.898, 0.379, -0.333)  1.16
Cl (6.135, -4.888, -0.093)  -0.29
C (5.142, -3.459, 0.025)  0.45
C (5.719, -2.252, 0.289)  -0.51
C (4.947, -1.084, 0.394)  -0.35
I (5.905, 0.709, 0.812)  0.00
C (3.560, -1.075, 0.251)  0.38
O (2.819, -0.052, 0.357)  -0.80
C (2.966, -2.379, -0.059)  -0.18
N (1.626, -2.381, -0.249)  0.13
C (1.031, -3.514, -0.523)  -0.08
C (1.706, -4.743, -0.628)  -1.08
C (3.060, -4.760, -0.448)  -0.81
C (3.739, -3.557, -0.162)  0.48
H (6.791, -2.195, 0.422)  0.38
H (-0.044, -3.473, -0.680)  0.40
H (1.155, -5.646, -0.853)  0.44
H (3.623, -5.680, -0.524)  0.42
C (-4.299, 2.529, 0.767)  -0.87
N (-2.880, 2.700, 0.976)  0.21
C (-2.153, 3.857, 0.834)  -0.28
C (-0.857, 3.509, 1.068)  -0.78
N (-0.764, 2.168, 1.343)  -0.43
C (-1.994, 1.723, 1.280)  -0.20
H (-4.803, 3.481, 0.925)  0.33
H (-4.691, 1.811, 1.485)  0.34
H (-4.510, 2.181, -0.245)  0.27
H (-2.617, 4.794, 0.583)  0.48
H (0.009, 4.147, 1.054)  0.50
H (-2.307, 0.706, 1.446)  0.47
N (2.785, 4.201, -0.468)  0.03
C (2.532, 2.865, -0.465)  -0.24
N (1.470, 2.544, -1.153)  -0.40
C (0.984, 3.742, -1.653)  0.40
C (-0.135, 3.996, -2.442)  -0.48
C (-0.400, 5.306, -2.782)  -0.71
C (0.427, 6.355, -2.349)  -0.40
C (1.540, 6.123, -1.566)  -1.12
C (1.800, 4.798, -1.229)  0.76
H (3.561, 4.648, -0.014)  0.20
H (3.153, 2.146, 0.051)  0.22
H (-0.775, 3.186, -2.767)  0.46
H (-1.260, 5.537, -3.397)  0.40
H (0.188, 7.370, -2.637)  0.39
H (2.172, 6.935, -1.233)  0.39
C (-1.835, -3.210, 2.917)  -0.75
C (-0.489, -2.573, 2.648)  -0.59
N (-0.676, -1.474, 1.714)  0.17
C (-1.436, -1.623, 0.573)  -0.71
N (-1.203, -0.836, -0.419)  0.10
C (-2.054, -0.896, -1.593)  -0.81
C (-3.416, -1.515, -1.324)  -0.57
C (-3.207, -2.813, -0.574)  -0.68
N (-2.460, -2.549, 0.641)  0.24
C (-2.432, -3.647, 1.596)  -0.59
H (-2.495, -2.488, 3.402)  0.30
H (-1.729, -4.071, 3.577)  0.39
H (0.212, -3.319, 2.251)  0.27
H (-0.055, -2.165, 3.560)  0.42
H (0.173, -0.957, 1.536)  0.24
H (-1.543, -1.461, -2.383)  0.35
H (-2.172, 0.120, -1.981)  0.22
H (-3.956, -1.691, -2.256)  0.42
H (-4.024, -0.843, -0.711)  0.15
H (-2.676, -3.538, -1.210)  0.23
H (-4.157, -3.272, -0.290)  0.46
H (-1.859, -4.493, 1.187)  0.29
H (-3.461, -3.991, 1.727)  0.38

Values from the calculation:
E = -2479.8840 a.u.
energy relative to the best compared isomer or geometry (same formula, charge and spin) = 0.000 eV
highest occupied orbital energy = -6.61 eV
F_max = 0.0128 Eh/bohr

The following is a quantum chemistry calculation of a structure of composition C27H29FN2O3SbSe5W, from the Open Molecules 2025 dataset.

Last column: Mulliken spin population.
CARTESIAN COORDINATES (ANGSTROEM)
W (1.234, -2.375, -0.090)  1.89
C (1.243, 1.737, 2.469)  0.00
C (0.702, 0.369, 2.821)  0.02
C (1.554, -0.614, 3.328)  0.03
C (2.999, -0.300, 3.625)  0.00
C (1.078, -1.911, 3.571)  -0.05
C (2.016, -2.938, 4.159)  0.03
C (-0.265, -2.217, 3.308)  0.02
C (-0.852, -3.559, 3.670)  0.01
C (-1.111, -1.232, 2.778)  -0.05
C (-2.536, -1.583, 2.426)  0.00
C (-0.641, 0.066, 2.577)  0.04
C (-1.590, 1.146, 2.110)  0.00
H (1.275, 2.409, 3.333)  0.00
H (0.636, 2.217, 1.703)  0.00
H (2.252, 1.663, 2.068)  0.00
H (3.292, -0.697, 4.597)  0.00
H (3.196, 0.769, 3.636)  0.00
H (3.654, -0.752, 2.873)  0.00
H (2.002, -2.896, 5.254)  0.00
H (3.039, -2.767, 3.833)  -0.01
H (1.771, -3.952, 3.853)  0.00
H (-0.112, -4.261, 4.036)  0.00
H (-1.325, -4.038, 2.813)  0.00
H (-1.616, -3.436, 4.444)  0.00
H (-3.217, -1.426, 3.270)  0.00
H (-2.622, -2.626, 2.130)  0.00
H (-2.898, -0.980, 1.594)  0.00
H (-1.629, 1.223, 1.017)  0.00
H (-1.298, 2.122, 2.496)  0.00
H (-2.605, 0.956, 2.454)  0.00
Se (2.257, -6.230, -1.980)  0.01
Sb (1.741, -5.391, 0.185)  0.01
Se (3.272, -3.414, 0.714)  0.07
Se (-0.515, -4.024, 0.018)  0.06
Se (1.522, -6.668, 2.207)  0.00
C (1.357, 4.252, -3.482)  0.00
C (0.212, 3.332, -3.883)  0.00
C (-1.070, 4.127, -4.075)  0.00
C (-2.203, 3.215, -4.506)  0.00
C (-2.373, 2.093, -3.522)  0.00
C (-3.590, 1.478, -3.352)  0.00
C (-3.723, 0.411, -2.467)  0.00
F (-4.938, -0.157, -2.345)  0.00
C (-2.669, -0.066, -1.749)  0.00
C (-1.425, 0.564, -1.891)  -0.02
C (-0.285, 0.028, -1.162)  0.02
O (-0.426, -1.036, -0.508)  -0.12
C (0.929, 0.748, -1.282)  -0.02
C (1.001, 1.798, -2.150)  0.01
N (-0.020, 2.257, -2.886)  0.01
C (-1.269, 1.647, -2.765)  0.00
C (2.168, 0.416, -0.504)  0.04
O (3.155, 1.115, -0.597)  0.01
O (2.071, -0.611, 0.301)  -0.02
H (1.354, 5.112, -4.151)  0.00
H (2.334, 3.780, -3.565)  0.00
H (1.227, 4.612, -2.460)  0.00
H (0.464, 2.839, -4.828)  0.00
H (-0.887, 4.894, -4.828)  0.00
H (-1.320, 4.635, -3.138)  0.00
H (-1.972, 2.798, -5.491)  0.00
H (-3.139, 3.767, -4.607)  0.00
H (-4.453, 1.811, -3.913)  0.00
H (-2.763, -0.917, -1.088)  0.00
H (1.958, 2.286, -2.249)  0.00
Se (1.440, -1.621, -4.928)  0.08
C (1.449, -1.922, -3.194)  0.15
N (1.506, -2.073, -2.034)  -0.19

Values from the calculation:
E = -13796.1259 a.u.
energy relative to the best compared isomer or geometry (same formula, charge and spin) = 0.797 eV
total charge = -1
highest occupied orbital energy (spin up / spin down) = -4.25 / -4.75 eV
spin multiplicity = 3
F_max = 0.0187 Eh/bohr